The following is a quantum chemistry calculation of 13 unconnected molecules or ions with the total composition C45H87NO26 at a distorted geometry, from the Open Molecules 2025 dataset.

Last columns: bonded neighbours and bond lengths (Å).
Cartesian coordinates (Å):
1 C 4.146 -2.624 4.946  O2 1.400, H7 1.090, H8 1.090, H9 1.090
2 O 3.848 -2.023 3.718  C1 1.400, C3 1.390
3 C 4.834 -1.699 2.794  O2 1.390, O4 1.256, O5 1.320
4 O 6.076 -1.801 2.959  C3 1.256
5 O 4.245 -1.049 1.808  C3 1.320, C6 1.416
6 C 5.069 -0.520 0.785  O5 1.416, H10 1.090, H11 1.090, H12 1.090
7 H 3.257 -2.773 5.558  C1 1.090
8 H 4.794 -1.963 5.522  C1 1.090
9 H 4.677 -3.559 4.768  C1 1.090
10 H 5.690 -1.325 0.391  C6 1.090
11 H 5.740 0.296 1.055  C6 1.090
12 H 4.418 -0.279 -0.055  C6 1.090
13 C -5.534 2.977 1.317  O14 1.438, H19 1.090, H20 1.090, H21 1.090
14 O -4.856 1.719 1.473  C13 1.438, C15 1.361
15 C -5.351 0.609 2.086  O14 1.361, O16 1.190, O17 1.308
16 O -4.802 -0.446 2.092  C15 1.190
17 O -6.565 0.826 2.523  C15 1.308, C18 1.416
18 C -7.235 -0.247 3.159  O17 1.416, H22 1.090, H23 1.090, H24 1.090
19 H -6.431 2.827 0.715  C13 1.090
20 H -4.945 3.717 0.775  C13 1.090
21 H -5.850 3.399 2.271  C13 1.090
22 H -8.290 -0.154 2.902  C18 1.090
23 H -7.059 -0.355 4.229  C18 1.090
24 H -6.949 -1.207 2.730  C18 1.090
25 C 2.154 1.678 0.457  O26 1.445, H31 1.090, H32 1.090, H33 1.090
26 O 1.201 0.638 0.772  C25 1.445, C27 1.325
27 C 0.059 0.696 0.104  O26 1.325, O28 1.211, O29 1.359
28 O -0.158 1.297 -0.925  C27 1.211
29 O -0.812 -0.056 0.828  C27 1.359, C30 1.431
30 C -2.189 -0.160 0.450  O29 1.431, H34 1.090, H35 1.090, H36 1.090
31 H 3.072 1.568 1.034  C25 1.090
32 H 1.809 2.622 0.878  C25 1.090
33 H 2.330 1.677 -0.619  C25 1.090
34 H -2.651 0.683 0.965  C30 1.090
35 H -2.705 -1.061 0.782  C30 1.090
36 H -2.336 -0.098 -0.628  C30 1.090
37 C -1.277 -0.079 -3.245  O38 1.440, H43 1.090, H44 1.090, H45 1.090
38 O -1.731 -0.544 -4.530  C37 1.440, C39 1.371
39 C -1.513 -1.868 -4.811  O38 1.371, O40 1.238, O41 1.310
40 O -1.031 -2.687 -4.017  C39 1.238
41 O -1.965 -2.116 -6.014  C39 1.310, C42 1.442
42 C -2.220 -3.440 -6.527  O41 1.442, H46 1.090, H47 1.090, H48 1.090
43 H -1.866 0.797 -2.970  C37 1.090
44 H -0.201 0.094 -3.222  C37 1.090
45 H -1.486 -0.819 -2.472  C37 1.090
46 H -3.092 -3.459 -7.180  C42 1.090
47 H -2.451 -4.071 -5.670  C42 1.090
48 H -1.456 -3.767 -7.233  C42 1.090
49 C 0.139 6.357 -0.272  O50 1.448, H55 1.090, H56 1.090, H57 1.090
50 O 0.460 5.218 0.563  C49 1.448, C51 1.300
51 C -0.459 4.508 1.146  O50 1.300, O52 1.260, O53 1.361
52 O -1.652 4.649 0.768  C51 1.260
53 O 0.055 3.554 1.969  C51 1.361, C54 1.443
54 C -0.906 2.715 2.644  O53 1.443, H58 1.090, H59 1.090, H60 1.090
55 H -0.323 7.090 0.388  C49 1.090
56 H -0.532 6.037 -1.068  C49 1.090
57 H 1.066 6.818 -0.614  C49 1.090
58 H -1.761 2.598 1.979  C54 1.090
59 H -1.223 3.033 3.637  C54 1.090
60 H -0.448 1.731 2.750  C54 1.090
61 C 5.894 0.783 6.267  O62 1.452, H67 1.090, H68 1.090, H69 1.090
62 O 4.510 0.672 5.841  C61 1.452, C63 1.248
63 C 3.870 1.425 5.079  O62 1.248, O64 1.239, O65 1.297
64 O 4.270 2.491 4.590  C63 1.239
65 O 2.670 0.945 5.174  C63 1.297, C66 1.407
66 C 1.635 1.717 4.613  O65 1.407, H70 1.090, H71 1.090, H72 1.090
67 H 6.575 0.602 5.435  C61 1.090
68 H 6.097 0.024 7.023  C61 1.090
69 H 6.133 1.785 6.624  C61 1.090
70 H 0.703 1.209 4.859  C66 1.090
71 H 1.814 1.751 3.538  C66 1.090
72 H 1.725 2.699 5.079  C66 1.090
73 C -5.193 -0.382 -1.789  O74 1.382, H79 1.090, H80 1.090, H81 1.090
74 O -6.118 -0.280 -2.810  C73 1.382, C75 1.338
75 C -6.840 0.847 -2.855  O74 1.338, O76 1.263, O77 1.294
76 O -6.658 1.865 -2.131  C75 1.263
77 O -7.836 0.802 -3.679  C75 1.294, C78 1.460
78 C -8.202 -0.376 -4.460  O77 1.460, H82 1.090, H83 1.090, H84 1.090
79 H -4.461 0.400 -1.994  C73 1.090
80 H -4.653 -1.329 -1.796  C73 1.090
81 H -5.730 -0.307 -0.843  C73 1.090
82 H -7.341 -0.685 -5.053  C78 1.090
83 H -9.021 -0.087 -5.119  C78 1.090
84 H -8.467 -1.237 -3.847  C78 1.090
85 C -4.037 -5.556 -0.823  C86 1.530, C89 1.553, H90 1.090, H91 1.090
86 C -4.079 -4.496 -1.925  C85 1.530, C87 1.528, H92 1.090, H93 1.090
87 C -2.851 -3.663 -1.561  C86 1.528, O88 1.374, H94 1.090, H95 1.090
88 O -2.877 -3.547 -0.192  C87 1.374, C89 1.438
89 C -3.413 -4.763 0.357  C85 1.553, O88 1.438, H96 1.090, H97 1.090
90 H -3.365 -6.367 -1.105  C85 1.090
91 H -4.963 -6.073 -0.572  C85 1.090
92 H -5.023 -3.952 -1.877  C86 1.090
93 H -4.056 -4.807 -2.970  C86 1.090
94 H -2.911 -2.700 -2.067  C87 1.090
95 H -1.932 -4.152 -1.883  C87 1.090
96 H -4.173 -4.412 1.055  C89 1.090
97 H -2.745 -5.390 0.948  C89 1.090
98 C 3.797 5.225 0.261  C99 1.524, C102 1.498, H103 1.090, H104 1.090
99 C 3.949 4.798 1.715  C98 1.524, C100 1.498, H105 1.090, H106 1.090
100 C 4.876 3.622 1.661  C99 1.498, O101 1.445, H107 1.090, H108 1.090
101 O 4.998 3.348 0.247  C100 1.445, C102 1.395
102 C 4.817 4.481 -0.546  C98 1.498, O101 1.395, H109 1.090, H110 1.090
103 H 3.754 6.303 0.104  C98 1.090
104 H 2.781 4.936 -0.007  C98 1.090
105 H 3.032 4.539 2.243  C99 1.090
106 H 4.382 5.601 2.312  C99 1.090
107 H 4.490 2.816 2.285  C100 1.090
108 H 5.858 3.877 2.060  C100 1.090
109 H 4.549 4.190 -1.561  C102 1.090
110 H 5.731 5.062 -0.665  C102 1.090
111 C 2.999 -0.250 -2.877  C112 1.541, C115 1.492, H116 1.090, H117 1.090
112 C 2.490 -0.339 -4.328  C111 1.541, C113 1.495, H118 1.090, H119 1.090
113 C 3.703 -0.542 -5.178  C112 1.495, O114 1.394, H120 1.090, H121 1.090
114 O 4.825 -0.521 -4.350  C113 1.394, C115 1.453
115 C 4.413 0.152 -3.130  C111 1.492, O114 1.453, H122 1.090, H123 1.090
116 H 3.188 -1.236 -2.451  C111 1.090
117 H 2.402 0.485 -2.338  C111 1.090
118 H 1.936 0.555 -4.614  C112 1.090
119 H 1.712 -1.092 -4.452  C112 1.090
120 H 3.813 0.183 -5.984  C113 1.090
121 H 3.574 -1.494 -5.694  C113 1.090
122 H 4.498 1.237 -3.183  C115 1.090
123 H 5.056 -0.134 -2.297  C115 1.090
124 C -1.778 -3.134 3.528  C125 1.543, C128 1.530, H129 1.090, H130 1.090
125 C -0.241 -3.035 3.626  C124 1.543, C126 1.589, H131 1.090, H132 1.090
126 C -0.057 -2.404 5.073  C125 1.589, O127 1.448, H133 1.090, H134 1.090
127 O -1.344 -1.806 5.362  C126 1.448, C128 1.454
128 C -2.179 -1.805 4.171  C124 1.530, O127 1.454, H135 1.090, H136 1.090
129 H -2.121 -4.007 4.082  C124 1.090
130 H -2.242 -3.224 2.545  C124 1.090
131 H 0.105 -2.371 2.835  C125 1.090
132 H 0.230 -4.017 3.570  C125 1.090
133 H 0.668 -1.590 5.073  C126 1.090
134 H 0.262 -3.141 5.811  C126 1.090
135 H -1.966 -0.929 3.558  C128 1.090
136 H -3.190 -1.810 4.578  C128 1.090
137 C 0.655 -2.994 -0.623  C138 1.548, C141 1.526, H142 1.090, H143 1.090
138 C 1.982 -2.672 0.106  C137 1.548, C139 1.498, H144 1.090, H145 1.090
139 C 2.733 -3.960 0.249  C138 1.498, O140 1.467, H146 1.090, H147 1.090
140 O 2.185 -4.661 -0.917  C139 1.467, C141 1.409
141 C 0.805 -4.439 -1.092  C137 1.526, O140 1.409, H148 1.090, H149 1.090
142 H 0.523 -2.340 -1.485  C137 1.090
143 H -0.156 -2.888 0.096  C137 1.090
144 H 1.820 -2.273 1.107  C138 1.090
145 H 2.547 -2.043 -0.582  C138 1.090
146 H 2.496 -4.574 1.118  C139 1.090
147 H 3.822 -4.011 0.223  C139 1.090
148 H 0.388 -5.218 -0.453  C141 1.090
149 H 0.493 -4.526 -2.133  C141 1.090
150 N 1.911 3.561 -5.534  C151 1.391, C154 1.388, H155 1.010
151 C 2.733 3.554 -4.412  N150 1.391, C152 1.383, H156 1.080
152 C 1.982 3.223 -3.298  C151 1.383, C153 1.394, H157 1.080
153 C 0.717 2.856 -3.757  C152 1.394, C154 1.382, H158 1.080
154 C 0.670 3.100 -5.116  N150 1.388, C153 1.382, H159 1.080
155 H 2.125 3.808 -6.490  N150 1.010
156 H 3.781 3.797 -4.508  C151 1.080
157 H 2.396 3.205 -2.301  C152 1.080
158 H -0.036 2.372 -3.152  C153 1.080
159 H -0.120 2.962 -5.839  C154 1.080

Values from the calculation:
- LUMO level: 0.366 eV
- Orbital gap: 8.51 eV
- Molecular weight: 1058.17 g/mol
- HOMO level: -8.15 eV

These are the Löwdin partial charges, in e, on atoms 1 to 4: -0.058, -0.036, -0.507, 0.082